Below is a structure of composition C27H42AuFN2Si4Te, with properties calculated with ωB97M-V/def2-TZVPD.

Values from the calculation:
**HOMO**: -7.12 eV
**Energy relative to the best compared isomer or geometry (same formula, charge and spin)**: 0.000 eV
**Kohn-Sham gap**: 6.828 eV
**Lowest unoccupied orbital energy**: -0.30 eV
**Energy**: -76875.9409 eV

ORCA input file:
```
! RIJCOSX wB97M-V def2-TZVPD def2/J DEFGRID3
* xyz 0 1
Au 0.24 1.75 1.21
C -2.53 0.48 -2.24
Si -2.94 -1.28 -1.73
C -4.54 -1.27 -0.74
C -3.16 -2.34 -3.26
Si -1.19 -2.09 -0.40
Te -1.15 -0.52 1.58
Si -1.70 -4.13 0.64
C -0.17 -4.77 1.52
C -2.28 -5.41 -0.62
C -3.07 -3.89 1.91
Si 0.76 -2.35 -1.66
C 0.62 -3.98 -2.60
C 0.89 -1.01 -2.97
C 2.27 -2.44 -0.56
H -3.38 0.94 -2.75
H -1.67 0.52 -2.90
H -2.31 1.08 -1.35
H -5.32 -0.72 -1.28
H -4.40 -0.79 0.23
H -4.90 -2.29 -0.57
H -4.00 -1.99 -3.86
H -3.35 -3.39 -3.00
H -2.27 -2.32 -3.89
H 0.58 -5.12 0.81
H -0.42 -5.60 2.19
H 0.29 -3.98 2.12
H -1.55 -5.57 -1.41
H -3.22 -5.09 -1.09
H -2.47 -6.37 -0.13
H -2.77 -3.17 2.67
H -3.31 -4.83 2.41
H -3.99 -3.52 1.44
H -0.29 -4.03 -3.20
H 0.61 -4.84 -1.92
H 1.47 -4.10 -3.27
H 0.07 -1.10 -3.69
H 1.83 -1.11 -3.51
H 0.86 -0.01 -2.53
H 2.21 -3.31 0.10
H 2.36 -1.55 0.06
H 3.18 -2.52 -1.15
F -0.19 7.92 4.17
C 0.03 6.93 3.27
C -1.05 6.37 2.61
C -0.81 5.35 1.70
C 0.48 4.88 1.45
C 0.74 3.75 0.53
C 1.54 5.49 2.13
C 1.33 6.52 3.04
H -2.05 6.73 2.81
H -1.65 4.89 1.19
H 1.76 3.76 0.16
H 0.04 3.74 -0.31
H 2.55 5.16 1.93
H 2.14 7.00 3.56
N -0.81 3.35 4.93
C -2.01 2.69 4.76
C -1.95 2.13 3.53
N -0.75 2.46 2.94
C -0.09 3.19 3.81
H -0.53 3.88 5.73
H -2.77 2.68 5.52
H -2.69 1.54 3.01
H 0.89 3.62 3.67
C 1.65 1.22 -0.06
C 2.63 0.96 -0.72
C 3.76 0.58 -1.49
C 3.80 0.82 -2.87
C 4.91 0.47 -3.61
C 6.00 -0.13 -2.99
C 5.97 -0.38 -1.63
C 4.86 -0.02 -0.88
H 2.95 1.29 -3.34
H 4.93 0.66 -4.67
H 6.87 -0.40 -3.57
H 6.82 -0.85 -1.14
H 4.83 -0.22 0.19
*
```